A molecular structure, C22H23Cl2INO2P2V, computed with wB97M-V/def2-TZVPD.

Calculated values
Net charge = +4
Spin multiplicity = 1
HOMO level (alpha / beta) = -0.70018 / -0.70016 hartree
Frontier orbital gap (alpha / beta) = 3.25 / 3.24 eV
E_LUMO (alpha / beta) = -15.80 / -15.81 eV

XYZ file:
```
54
Properties=species:S:1:pos:R:3:forces:R:3:nbo_charge:R:1
V 0.32722 0.32794 0.00849 -1.523 3.402 -1.798 1.314
C -2.38578 3.00632 -0.21520 0.259 -0.023 0.314 -0.926
P -1.63968 1.52993 -0.99337 -1.596 0.072 -0.741 0.979
C -1.94323 1.92312 -2.74816 0.498 0.049 -0.175 -0.920
C -2.78033 0.12581 -0.62305 0.449 0.380 0.043 -0.331
C -4.08359 0.30251 -0.17191 0.156 -0.050 0.135 -0.117
C -4.85978 -0.80956 0.14200 -0.026 0.198 0.045 -0.107
C -4.36205 -2.09323 -0.01644 0.127 -0.368 -0.029 -0.128
C -3.05997 -2.29521 -0.44939 -0.112 0.029 -0.047 -0.160
C -2.28393 -1.18542 -0.78072 0.895 -0.143 -0.065 -0.397
P -0.61473 -1.42650 -1.46244 -1.079 -0.278 -0.553 1.240
C -0.54707 -1.45754 -3.27658 0.205 0.337 -0.015 -0.950
C 0.03818 -3.05393 -1.00797 0.228 0.275 0.246 -0.974
H -2.30812 3.02483 0.87175 0.018 -0.029 -0.015 0.279
H -3.44175 3.03629 -0.49739 0.075 -0.119 -0.052 0.292
H -1.93680 3.91013 -0.63183 0.084 -0.065 0.040 0.284
H -3.01648 1.84048 -2.93885 0.028 -0.024 0.144 0.296
H -1.40812 1.28274 -3.44300 -0.010 0.033 0.012 0.256
H -1.63603 2.95255 -2.94169 0.036 -0.010 0.012 0.290
H -4.51769 1.28171 -0.03723 0.048 0.073 0.040 0.246
H -5.84938 -0.66329 0.55107 -0.143 -0.002 -0.130 0.278
H -4.98432 -2.95234 0.19144 -0.060 -0.014 0.111 0.279
H -2.67631 -3.30182 -0.54623 -0.042 -0.042 -0.047 0.249
H -1.04217 -2.38199 -3.60280 0.060 0.028 0.211 0.313
H 0.49846 -1.48183 -3.60199 -0.096 -0.030 0.016 0.295
H -1.05683 -0.62808 -3.76043 0.032 -0.006 0.127 0.283
H -0.48443 -3.82526 -1.58220 -0.117 0.113 0.028 0.318
H -0.06359 -3.26177 0.05697 -0.028 -0.055 -0.001 0.266
H 1.09115 -3.11177 -1.29927 -0.046 0.027 -0.015 0.284
Cl 4.42638 -4.12524 3.61428 -0.196 0.251 -0.259 0.266
C 3.63584 -3.10404 2.52401 0.001 0.141 -0.245 -0.014
C 4.17489 -2.86910 1.24092 -0.016 -0.266 0.609 -0.127
C 3.54933 -2.03695 0.32589 -1.274 1.153 -0.461 -0.041
Cl 4.21050 -1.72968 -1.21831 -0.095 -0.177 0.388 0.199
C 2.31731 -1.38103 0.67476 2.521 -2.745 2.216 0.291
O 1.70934 -0.59478 -0.12635 0.803 0.042 -1.642 -0.486
C 1.76163 -1.62006 2.00271 -0.316 0.590 -0.552 -0.249
C 0.54069 -0.96466 2.37407 2.307 -2.320 1.789 0.461
O -0.07491 -0.20062 1.59431 -1.302 0.401 0.690 -0.554
C 2.43180 -2.46871 2.89067 -0.013 -0.131 0.121 -0.061
H 5.10586 -3.34849 0.96408 0.064 -0.044 -0.026 0.306
H 0.13340 -1.14510 3.37648 -0.159 0.205 -0.204 0.271
H 2.02601 -2.65175 3.87614 -0.047 -0.023 0.126 0.284
I 0.92274 6.42348 0.56574 0.340 -0.965 0.050 0.370
C 1.72234 4.46341 0.78081 -0.562 0.470 -0.283 -0.159
C 2.91779 4.23929 1.46567 -0.224 0.042 -0.212 -0.103
C 3.39146 2.94114 1.54973 -0.243 -0.533 -0.067 -0.182
C 2.63858 1.90383 1.01774 1.068 0.026 0.630 0.020
N 1.48153 2.11372 0.38455 -0.912 -1.638 -0.624 -0.515
C 1.04930 3.36347 0.23204 -0.313 1.479 -0.086 0.019
H 3.47453 5.05587 1.90506 0.007 0.074 -0.009 0.287
H 4.33011 2.71383 2.03511 0.027 0.019 0.030 0.278
H 3.00186 0.88695 1.10870 -0.004 0.193 -0.007 0.199
H 0.14883 3.52043 -0.35241 0.215 -0.007 0.190 0.212
```
Positions in Å, forces in eV/Å.



A molecular structure, C22H23IN2O2PReS4Sb, computed with wB97M-V/def2-TZVPD.

Calculated values
ΔE to the lowest compared entry with this formula, charge and spin = 101.9 kJ/mol
Net charge = +3
Spin multiplicity = 1
HOMO level (alpha / beta) = -0.60209 / -0.60075 hartree
Frontier orbital gap (alpha / beta) = 4.98 / 4.95 eV
E_LUMO (alpha / beta) = -11.40 / -11.40 eV

XYZ file:
```
57
Properties=species:S:1:pos:R:3:forces:R:3:nbo_charge:R:1
Re 0.16906 1.22033 1.71698 -0.708 -0.397 -0.020 0.501
C 4.20362 -0.97119 1.61078 -0.131 -1.969 3.029 -0.653
C 3.07819 -1.76751 1.11306 -0.780 0.039 0.844 0.198
N 3.34712 -2.97990 0.62070 -0.879 0.622 -0.176 -0.344
C 2.34386 -3.72659 0.16380 -0.384 0.268 0.146 0.078
C 0.99038 -3.34937 0.15622 1.421 -0.424 0.085 -0.027
C 0.01597 -4.34062 -0.43824 -1.638 0.349 0.143 -0.098
O -0.95247 -3.57382 -1.21038 0.813 0.635 1.133 -0.758
C 0.71969 -2.10142 0.73252 -2.007 1.599 0.070 -0.142
C -0.69386 -1.55366 0.63988 0.426 0.045 0.466 0.217
N -1.04255 -0.31604 0.99880 -0.252 -2.483 -1.851 -0.587
C -2.43771 -0.07423 0.71345 -1.006 0.717 0.436 0.153
C -3.09142 -0.66653 -0.38006 0.360 0.102 0.887 -0.241
C -4.45491 -0.62699 -0.48497 -1.192 0.981 -0.026 -0.153
C -5.19013 0.17581 0.41515 -0.158 -1.300 -1.852 -0.148
C -4.57589 0.89595 1.38722 0.088 0.520 0.946 -0.242
C -3.23405 0.73932 1.54234 2.635 -0.612 -0.205 -0.130
I -1.96300 1.75496 3.01270 -1.459 -0.101 -0.085 0.577
C 1.75513 -1.27274 1.30159 -0.845 -3.685 -2.612 0.308
O 1.49537 -0.09082 1.80930 1.015 1.052 0.619 -0.614
H 4.03170 -0.89540 2.74414 0.409 0.016 -1.322 0.233
H 4.17059 0.00245 1.26363 0.534 1.943 -0.961 0.218
H 5.09966 -1.57499 1.48348 0.257 0.650 -0.278 0.276
H 2.61880 -4.68537 -0.24098 0.133 -0.254 -0.082 0.224
H -0.51639 -4.87849 0.40154 0.525 0.374 -0.860 0.212
H 0.46222 -5.08086 -1.11903 0.326 0.312 0.586 0.225
H -1.37969 -4.10752 -1.85485 -0.490 -0.982 -0.780 0.500
H -1.52728 -2.21968 0.20811 1.746 0.859 0.950 0.283
H -2.51021 -1.18211 -1.09685 0.497 -0.536 -0.727 0.243
H -4.99457 -1.09113 -1.32618 0.481 0.127 0.555 0.261
H -6.24338 0.24736 0.23849 -0.458 0.156 0.222 0.258
H -5.12595 1.54757 2.02161 -0.460 0.407 0.422 0.259
S 2.97505 3.48596 5.58543 -0.408 -0.091 -0.340 -0.169
Sb 2.46436 5.59138 4.56938 0.102 -0.326 -0.209 1.326
S 1.41511 2.33086 4.82357 -0.080 0.074 0.465 0.083
S 1.63193 2.52181 2.79583 1.791 0.910 0.306 0.228
S 1.43918 4.70332 2.67212 -0.249 0.220 0.199 -0.314
C -1.17070 3.27440 -0.50505 0.456 -0.545 -2.081 -0.957
P 0.28860 2.21713 -0.47615 1.620 0.511 1.080 1.159
C 1.81651 3.24010 -0.74115 -1.131 -2.977 -1.985 -0.899
C 0.35552 1.00854 -1.75706 -1.042 -0.008 -0.263 -0.378
C -0.63310 1.11654 -2.71091 -0.463 0.228 -1.546 -0.208
C -0.63364 0.21882 -3.79599 -3.057 1.050 -0.732 -0.193
C 0.21118 -0.82327 -3.84437 1.788 -1.548 0.650 -0.163
C 1.15856 -1.01841 -2.82198 -0.420 0.648 -0.589 -0.160
C 1.24652 -0.05197 -1.80914 0.788 -1.702 -0.188 -0.231
H -1.97035 2.64690 -0.87055 -0.577 -0.146 0.276 0.274
H -1.01411 4.02255 -1.30346 -0.099 0.121 0.681 0.289
H -1.37750 3.64684 0.46507 -0.215 0.716 0.706 0.260
H 1.70891 3.59072 -1.81047 0.455 -0.016 1.249 0.281
H 2.57269 2.38857 -0.69978 -0.300 1.672 0.128 0.263
H 1.81139 3.98063 0.00510 0.707 1.039 0.684 0.231
H -1.34025 1.95960 -2.69333 0.260 -0.652 -0.155 0.223
H -1.45189 0.20424 -4.57985 1.077 0.667 1.034 0.254
H 0.19483 -1.56484 -4.63781 -0.234 0.256 -0.024 0.247
H 1.75398 -1.92750 -2.96897 0.220 0.648 0.818 0.249
H 1.97931 -0.21971 -1.03442 0.193 0.224 0.133 0.216
```
Positions in Å, forces in eV/Å.



A molecular structure, C22H23KN6O7, computed with wB97M-V/def2-TZVPD.

Calculated values
ΔE to the lowest compared entry with this formula, charge and spin = 343.1 kJ/mol
Net charge = -2
Spin multiplicity = 1
HOMO level (alpha / beta) = 0.04628 / 0.04436 hartree
Frontier orbital gap (alpha / beta) = 3.05 / 3.10 eV
E_LUMO (alpha / beta) = 4.31 / 4.31 eV

XYZ file:
```
59
Properties=species:S:1:pos:R:3:forces:R:3:nbo_charge:R:1
K -0.12128 -1.34434 -0.10785 0.439 1.117 -0.707 0.917
O -1.66308 2.72004 0.49471 -0.235 -0.024 0.185 -0.734
C -2.95656 2.15262 0.67562 0.285 -0.041 -0.071 -0.067
C -3.06447 1.37300 1.96953 0.057 -0.224 -0.038 -0.256
N -2.39208 0.07049 1.88434 -0.139 0.012 -0.012 -0.440
C -1.74370 -0.30709 3.13408 0.083 -0.109 -0.206 -0.356
C -0.69823 0.70881 3.48236 0.090 -1.675 -1.803 0.828
O -0.73959 1.50950 4.32168 -0.134 1.951 2.502 -0.532
O 0.36058 0.70408 2.58197 0.165 -0.536 -0.487 -0.545
C -3.33298 -0.97830 1.46025 0.167 0.071 -0.022 -0.350
C -2.75458 -2.40789 1.27322 0.181 -0.256 0.157 0.763
O -3.61937 -3.28890 1.14542 0.194 0.216 -0.014 -0.737
O -1.49487 -2.51104 1.26828 -1.584 -0.836 0.901 -0.826
H -1.02178 1.99983 0.44297 0.006 -0.078 -0.101 0.488
H -3.21458 1.51102 -0.17264 -0.027 -0.012 -0.066 0.174
H -3.65562 2.98808 0.69862 -0.019 0.098 -0.029 0.164
H -4.12343 1.25076 2.23829 -0.068 -0.037 0.060 0.169
H -2.59621 1.97450 2.74800 -0.056 0.065 0.048 0.206
H -1.25770 -1.26864 2.95032 -0.039 0.011 0.085 0.286
H -2.43063 -0.39489 3.98501 -0.121 0.108 0.042 0.177
H -3.76028 -0.68611 0.49953 -0.025 0.027 -0.026 0.209
H -4.16660 -1.06491 2.16995 -0.072 0.059 0.077 0.171
N -1.84822 2.35767 -3.88380 0.021 -0.193 -0.166 -0.655
C -1.31024 2.00461 -2.65089 0.137 -0.153 -0.040 0.210
N -0.52077 1.02432 -2.47325 0.061 -0.106 0.104 -0.484
C -0.09875 0.25693 -3.58921 -0.285 0.265 -0.269 0.063
N 0.75128 -0.78305 -3.46744 0.084 0.036 0.392 -0.261
N 1.15176 -1.11332 -2.28562 0.056 0.377 -0.776 -0.377
C 2.00247 -2.18938 -2.26499 0.477 -0.580 0.300 -0.188
C 2.53522 -2.74834 -1.11351 -0.327 0.398 -0.304 0.087
C 3.35221 -3.94238 -1.20580 0.152 -0.044 0.364 -0.267
C 3.85327 -4.52269 -0.08390 -0.134 0.290 0.223 -0.213
C 3.57016 -3.95903 1.20586 0.072 -0.070 -0.252 -0.467
C 2.77528 -2.82388 1.21754 0.150 -0.077 -0.216 0.061
N 2.27679 -2.20245 0.15165 0.452 -0.277 0.183 -0.630
C -0.54375 0.61542 -4.91261 0.228 -0.225 0.155 -0.062
C -0.13685 -0.02968 -6.10292 -0.162 0.160 -0.010 -0.277
C -0.64553 0.35044 -7.35145 0.020 -0.010 0.224 -0.229
C -1.55411 1.38467 -7.47069 -0.046 0.108 0.104 -0.315
C -1.95097 2.06921 -6.29678 0.127 -0.168 0.050 -0.324
C -1.45799 1.69385 -5.06582 -0.065 0.117 -0.134 0.224
H -2.40199 3.18640 -3.95710 -0.062 0.150 -0.003 0.376
H -1.60858 2.63853 -1.81758 -0.009 -0.087 -0.089 0.175
H 2.27319 -2.65152 -3.21301 -0.085 0.009 -0.105 0.148
H 3.54161 -4.36645 -2.18631 -0.001 0.022 0.006 0.186
H 4.46522 -5.41576 -0.16098 0.008 -0.050 -0.013 0.177
H 3.93702 -4.40212 2.12327 -0.035 0.009 -0.029 0.184
H 2.51517 -2.37267 2.18150 0.035 -0.046 -0.071 0.154
H 0.57285 -0.84188 -6.00957 -0.054 0.039 -0.034 0.223
H -0.32289 -0.18251 -8.24072 0.017 -0.015 0.020 0.183
H -1.96197 1.67261 -8.43333 0.034 -0.008 0.025 0.181
H -2.66173 2.89036 -6.35524 0.016 -0.008 0.007 0.177
C 3.82307 1.01278 2.27469 -0.216 0.002 -0.006 -0.260
O 2.39980 1.10818 2.09278 0.473 -0.012 -0.263 -0.478
C 1.63038 0.63459 3.05047 -0.171 0.622 0.116 1.003
O 1.95267 0.26451 4.14254 0.035 -0.240 0.019 -0.629
H 4.25066 1.82362 1.69435 -0.036 0.034 -0.046 0.189
H 4.17756 0.06329 1.89087 -0.061 -0.206 -0.087 0.214
H 4.08726 1.11231 3.32163 -0.053 0.028 0.147 0.191
```
Positions in Å, forces in eV/Å.